Formula: C36H101F6N4O19S2
Source: the OMol25 dataset
Level of theory: ωB97M-V with the def2-TZVPD basis set

Results
Lowest unoccupied orbital energy ... 1.585 eV
Relative energy (zero: lowest compared OMol25 entry of this formula, charge and spin) ... 3.1264 eV
Charge ... -1
Highest occupied orbital energy ... -6.26 eV
HOMO-LUMO gap ... 7.843 eV

Bonds (Å) are listed after each position.
Cartesian coordinates (Å):
1 H 9.490 -3.706 2.044  C147 1.090
2 H 8.211 3.095 -3.762  C82 1.090
3 C -0.934 -9.036 6.737  H4 1.090, H32 1.090, C50 1.539, H112 1.090
4 H -1.688 -8.251 6.797  C3 1.090
5 H 0.722 -5.283 -5.571  C108 1.090
6 H 1.106 -8.263 8.663  C11 1.090
7 F -0.575 4.740 0.199  C159 1.334
8 C -6.318 9.923 -3.269  C12 1.535, H28 1.090, H128 1.090, H149 1.090
9 H 8.135 -4.323 1.217  C147 1.090
10 H 6.110 0.850 -3.345  N89 1.010
11 C 1.059 -7.673 7.747  H6 1.090, C50 1.540, O77 1.434, H155 1.090
12 C -5.863 10.164 -4.715  C8 1.535, N14 1.454, H71 1.090, C153 1.523
13 H 5.264 4.673 5.884  C21 1.090
14 N -6.230 11.532 -5.049  C12 1.454, H24 1.010, H36 1.010
15 H -0.027 15.644 -1.106  C85 1.090
16 C -6.378 -5.388 2.715  H30 1.090, C48 1.509, H61 1.090, H111 1.090
17 H 0.360 -7.632 5.840  C50 1.090
18 C -8.565 8.248 -6.502  H19 1.090, O39 1.430, H69 1.090, H154 1.090
19 H -8.326 8.432 -7.549  C18 1.090
20 H 6.658 -12.067 -0.252  C81 1.090
21 C 6.038 3.938 6.107  H13 1.090, H92 1.090, O94 1.445, C131 1.555
22 C 3.504 7.952 -4.720  H31 1.090, C45 1.520, O123 1.482, H144 1.090
23 H -1.118 -6.832 -4.318  C67 1.090
24 H -5.815 11.778 -5.936  N14 1.010
25 H 0.648 14.514 0.094  C85 1.090
26 F 1.144 -2.710 -0.135  C41 1.324
27 O -7.493 -3.305 2.714  C48 1.405, H78 0.960
28 H -6.008 8.936 -2.927  C8 1.090
29 H 7.127 -5.183 3.393  C127 1.090
30 H -5.585 -4.960 3.328  C16 1.090
31 H 4.571 7.775 -4.579  C22 1.090
32 H -1.208 -9.586 5.837  C3 1.090
33 H -5.059 -1.759 6.786  C140 1.090
34 H 0.655 13.554 -2.338  C53 1.090
35 H -6.252 8.199 -5.399  C153 1.090
36 H -7.231 11.474 -5.172  N14 1.010
37 F -2.110 3.388 1.014  C159 1.338
38 O -0.326 -11.689 0.815  C125 1.400, H152 0.960
39 O -7.923 9.208 -5.660  C18 1.430, C153 1.395
40 H -8.440 3.876 5.588  C106 1.090
41 C 0.251 -1.869 0.366  F26 1.324, F57 1.334, S60 1.902, F150 1.327
42 C -8.264 -6.389 -4.265  H76 1.090, H138 1.090, H141 1.090, C151 1.503
43 O 2.063 -0.140 1.212  S60 1.464
44 H 1.303 -4.994 8.701  C136 1.090
45 C 2.662 6.822 -5.290  C22 1.520, H68 1.090, H91 1.090, H100 1.090
46 H 6.680 5.143 7.517  O94 0.960
47 H 3.874 9.853 -5.397  O123 0.960
48 C -7.668 -4.665 3.018  C16 1.509, O27 1.405, H110 1.090, H118 1.090
49 H 9.769 1.522 -4.125  C133 1.090
50 C 0.477 -8.449 6.552  C3 1.539, C11 1.540, H17 1.090, N79 1.443
51 H -7.322 5.808 4.334  C65 1.090
52 H -6.141 9.336 -6.709  C153 1.090
53 C -0.167 13.556 -1.622  H34 1.090, C85 1.509, H113 1.090, H168 1.090
54 H 7.164 4.482 4.404  C131 1.090
55 O 0.258 -0.089 -8.728  H102 0.960, C130 1.446
56 O -1.302 14.747 0.188  C85 1.395, H160 0.960
57 F 0.053 -2.244 1.631  C41 1.334
58 H 1.220 -6.343 9.929  C136 1.090
59 H -8.844 6.696 4.221  C65 1.090
60 S 0.920 -0.090 0.300  C41 1.902, O43 1.464, O84 1.469, N105 1.581, S146 2.614
61 H -6.505 -6.460 2.860  C16 1.090
62 H 8.177 5.223 -2.393  C161 1.090
63 O 8.656 3.311 -1.741  C82 1.448, C161 1.373
64 H 0.808 -9.905 5.324  N79 1.010
65 C -8.286 5.971 4.814  H51 1.090, H59 1.090, C106 1.527, O157 1.415
66 H 4.983 -10.472 0.571  C115 1.090
67 C -0.650 -6.973 -5.292  H23 1.090, H75 1.090, C108 1.520, H121 1.090
68 H 2.716 6.032 -4.541  C45 1.090
69 H -9.643 8.390 -6.435  C18 1.090
70 H -0.941 -3.976 -6.610  O139 0.960
71 H -4.783 10.017 -4.725  C12 1.090
72 H -0.835 -11.173 -1.086  C125 1.090
73 H -6.619 -6.481 -5.642  C151 1.090
74 H 10.147 0.909 -2.503  C133 1.090
75 H -1.374 -7.486 -5.924  C67 1.090
76 H -9.028 -5.654 -4.010  C42 1.090
77 O 0.164 -6.626 8.145  C11 1.434, C136 1.410
78 H -6.671 -3.019 3.119  O27 0.960
79 N 1.362 -9.471 6.048  C50 1.443, H64 1.010, H158 1.010
80 O -6.243 -5.149 -4.089  H95 0.960, C151 1.385
81 C 5.909 -11.728 -0.967  H20 1.090, C115 1.571, H124 1.090, H145 1.090
82 C 7.831 2.762 -2.796  H2 1.090, O63 1.448, C134 1.547, H135 1.090
83 C -3.075 -0.982 6.064  H101 1.090, O104 1.388, H129 1.090, C140 1.524
84 O 1.176 0.137 -1.129  S60 1.469
85 C -0.164 14.680 -0.615  H15 1.090, H25 1.090, C53 1.509, O56 1.395
86 O 0.458 2.745 2.483  S146 1.484
87 H 7.856 0.825 -1.919  C134 1.090
88 H -8.827 6.973 6.391  O157 0.960
89 N 6.995 0.586 -3.752  H10 1.010, H132 1.010, C134 1.447
90 H -9.913 4.819 5.583  C106 1.090
91 H 1.629 7.165 -5.356  C45 1.090
92 H 5.469 3.161 6.617  C21 1.090
93 H 4.510 -10.034 -0.996  C115 1.090
94 O 7.090 4.531 6.900  C21 1.445, H46 0.960
95 H -5.405 -5.149 -4.556  O80 0.960
96 H 7.492 2.797 4.923  C131 1.090
97 H 6.912 -9.397 0.133  O166 0.960
98 O 8.960 -6.256 2.817  C127 1.468, H143 0.960
99 H -0.089 -5.210 9.617  C136 1.090
100 H 3.006 6.393 -6.231  C45 1.090
101 H -2.330 -0.259 6.398  C83 1.090
102 H 0.484 -0.078 -9.662  O55 0.960
103 O 1.618 2.693 0.371  S146 1.451
104 O -3.646 -0.523 4.885  C83 1.388, H114 0.960
105 N -0.324 0.763 0.776  S60 1.581, S146 1.764
106 C -8.992 4.634 5.031  H40 1.090, C65 1.527, H90 1.090, H107 1.090
107 H -9.263 4.146 4.095  C106 1.090
108 C -0.182 -5.713 -6.002  H5 1.090, C67 1.520, H117 1.090, O139 1.434
109 H 7.330 4.759 -1.023  C161 1.090
110 H -8.006 -4.761 4.050  C48 1.090
111 H -6.121 -5.369 1.656  C16 1.090
112 H -1.053 -9.609 7.656  C3 1.090
113 H -0.289 12.603 -1.108  C53 1.090
114 H -2.928 -0.330 4.278  O104 0.960
115 C 5.390 -10.344 -0.432  H66 1.090, C81 1.571, H93 1.090, O166 1.401
116 H 7.923 -3.074 2.431  C147 1.090
117 H 0.222 -5.874 -7.002  C108 1.090
118 H -8.514 -5.073 2.466  C48 1.090
119 H 1.662 1.403 -8.785  C130 1.090
120 H -7.589 -5.023 -5.626  C151 1.090
121 H 0.094 -7.732 -5.047  C67 1.090
122 H 8.505 -4.769 4.248  C127 1.090
123 O 3.413 9.065 -5.695  C22 1.482, H47 0.960
124 H 5.150 -12.499 -1.098  C81 1.090
125 C -0.816 -10.736 -0.088  O38 1.400, H72 1.090, H162 1.090, H163 1.090
126 H 9.522 -0.160 -3.767  C133 1.090
127 C 8.202 -5.074 3.247  H29 1.090, O98 1.468, H122 1.090, C147 1.515
128 H -7.394 10.100 -3.260  C8 1.090
129 H -2.584 -1.940 5.892  C83 1.090
130 C 1.417 0.552 -8.149  O55 1.446, H119 1.090, H142 1.090, H156 1.090
131 C 6.723 3.553 4.765  C21 1.555, H54 1.090, H96 1.090, H137 1.090
132 H 6.977 -0.417 -3.632  N89 1.010
133 C 9.449 0.839 -3.338  H49 1.090, H74 1.090, H126 1.090, C134 1.565
134 C 7.991 1.228 -2.923  C82 1.547, H87 1.090, N89 1.447, C133 1.565
135 H 6.790 3.077 -2.715  C82 1.090
136 C 0.704 -5.790 9.144  H44 1.090, H58 1.090, O77 1.410, H99 1.090
137 H 5.951 3.197 4.083  C131 1.090
138 H -8.780 -7.030 -4.980  C42 1.090
139 O -1.247 -4.766 -6.159  H70 0.960, C108 1.434
140 C -4.213 -1.132 7.066  H33 1.090, C83 1.524, H164 1.090, H165 1.090
141 H -8.031 -7.061 -3.440  C42 1.090
142 H 1.126 0.907 -7.161  C130 1.090
143 H 8.835 -7.036 3.362  O98 0.960
144 H 3.206 8.258 -3.717  C22 1.090
145 H 6.505 -11.651 -1.876  C81 1.090
146 S 0.383 2.355 1.053  S60 2.614, O86 1.484, O103 1.451, N105 1.764, C159 1.992
147 C 8.453 -4.000 2.208  H1 1.090, H9 1.090, H116 1.090, C127 1.515
148 F -1.188 3.122 -1.023  C159 1.311
149 H -5.843 10.585 -2.545  C8 1.090
150 F -0.793 -1.866 -0.452  C41 1.327
151 C -7.104 -5.760 -4.985  C42 1.503, H73 1.090, O80 1.385, H120 1.090
152 H -1.009 -12.363 0.822  O38 0.960
153 C -6.528 9.210 -5.698  C12 1.523, H35 1.090, O39 1.395, H52 1.090
154 H -8.192 7.250 -6.271  C18 1.090
155 H 1.938 -7.121 7.413  C11 1.090
156 H 2.176 -0.226 -8.074  C130 1.090
157 O -8.041 6.505 6.101  C65 1.415, H88 0.960
158 H 2.135 -9.004 5.595  N79 1.010
159 C -1.033 3.488 0.227  F7 1.334, F37 1.338, S146 1.992, F148 1.311
160 H -2.013 14.973 -0.416  O56 0.960
161 C 8.301 4.615 -1.497  H62 1.090, O63 1.373, H109 1.090, H167 1.090
162 H -0.173 -9.857 -0.050  C125 1.090
163 H -1.763 -10.358 0.298  C125 1.090
164 H -3.942 -1.518 8.048  C140 1.090
165 H -4.679 -0.179 7.319  C140 1.090
166 O 6.346 -9.341 -0.641  H97 0.960, C115 1.401
167 H 9.071 5.034 -0.850  C161 1.090
168 H -0.962 13.735 -2.346  C53 1.090

These are the Mulliken partial charges, in e, on atoms 1 to 5: H 0.30; H 0.28; C -1.30; H 0.31; H 0.29